54
Properties=species:S:1:pos:R:3:nbo_charge:R:1 method="wB97M-V/def2-TZVPD" homo_ev="1.38 / -0.46" multiplicity=3 lumo_energy_ev="4.88 / 4.85" total_charge=-2 e_tot_ha=-2391.11043
Ti -1.02 0.03 -0.52 1.15
N -2.26 4.16 -1.50 -0.84
C -2.11 2.82 -1.08 0.23
S -1.90 1.63 -2.35 -0.46
N -2.17 2.60 0.18 -0.38
N -1.97 1.30 0.60 -0.48
C -2.16 1.08 1.91 -0.01
C -2.18 -0.19 2.52 -0.21
C -2.43 -0.29 3.92 -0.23
C -2.52 -1.51 4.57 -0.28
C -2.36 -2.69 3.86 -0.30
C -2.12 -2.63 2.48 -0.34
C -2.02 -1.43 1.78 0.42
O -1.85 -1.44 0.47 -0.84
H -2.71 4.21 -2.40 0.36
H -2.74 4.70 -0.80 0.36
H -2.38 1.96 2.53 0.16
H -2.57 0.63 4.48 0.18
H -2.72 -1.54 5.64 0.18
H -2.40 -3.65 4.36 0.17
H -1.99 -3.55 1.91 0.19
N 1.59 -0.37 -3.57 -0.86
C 1.44 -1.76 -3.15 -0.22
C 0.20 -2.39 -3.79 -0.40
C -1.12 -1.65 -3.52 -0.21
N -1.40 -1.49 -2.10 -0.83
H 2.48 -0.03 -3.20 0.36
H 0.91 0.20 -3.06 0.39
H 1.39 -1.88 -2.07 0.20
H 2.32 -2.30 -3.52 0.16
H 0.09 -3.42 -3.43 0.18
H 0.36 -2.44 -4.88 0.19
H -1.93 -2.21 -4.02 0.16
H -1.08 -0.66 -3.99 0.21
H -1.63 -2.36 -1.64 0.38
H -2.17 -0.83 -1.94 0.39
C 1.74 2.87 -0.84 -0.61
C 2.43 1.95 0.13 -0.12
C 3.65 2.29 0.70 -0.22
C 4.29 1.46 1.62 -0.33
C 3.65 0.29 2.01 -0.22
C 2.44 -0.09 1.47 -0.10
C 1.72 -1.34 1.91 -0.62
C 1.79 0.71 0.46 0.29
N 0.68 0.29 -0.15 -0.98
H 1.99 3.92 -0.64 0.18
H 0.67 2.73 -0.75 0.25
H 2.01 2.65 -1.87 0.19
H 4.11 3.24 0.43 0.17
H 5.26 1.73 2.03 0.17
H 4.12 -0.34 2.76 0.17
H 2.28 -1.86 2.69 0.18
H 1.57 -2.01 1.06 0.21
H 0.73 -1.09 2.28 0.24